This record from OMol25 describes the ion C28H42Cl2N4O2 with charge +2. The level of theory is ωB97M-V with the def2-TZVPD basis set.

Each line ends with the natural charge from an NBO analysis.
Atoms and positions in Å:
Cl (-3.53, 1.77, 1.14)  0.02
Cl (0.06, -5.27, 3.26)  0.02
O (1.19, -1.22, -0.95)  -0.63
O (-0.27, 1.69, 0.31)  -0.62
N (1.79, 0.04, 0.84)  -0.59
N (-2.92, 3.46, -2.46)  -0.21
N (2.95, -3.01, 2.04)  -0.21
N (-0.89, 0.40, -1.46)  -0.58
C (3.06, -0.61, 1.11)  -0.25
C (5.45, -2.95, 1.47)  -0.64
C (0.59, -7.00, 1.29)  -0.22
C (3.02, -1.55, 2.33)  -0.23
C (-2.40, 5.47, 0.11)  -0.13
C (-2.92, 4.18, 0.00)  -0.15
C (1.62, -3.33, 1.40)  -0.26
C (-3.84, 2.82, -3.45)  -0.22
C (1.44, -4.75, 0.95)  -0.14
C (-3.71, 3.76, -1.21)  -0.25
C (-4.99, 3.68, -3.93)  -0.64
C (4.05, -3.46, 1.13)  -0.22
C (1.86, -5.15, -0.31)  -0.13
C (1.06, -7.38, 0.05)  -0.16
C (2.32, -3.22, 4.53)  -0.64
C (1.69, -6.45, -0.76)  -0.22
C (-2.05, 3.72, 2.22)  -0.21
C (-2.10, 1.08, -1.86)  -0.26
C (-2.35, 4.73, -3.00)  -0.22
C (-1.68, 5.86, 1.23)  -0.22
C (-0.13, 0.73, -0.41)  0.59
C (3.09, -3.77, 3.33)  -0.22
C (-1.49, 4.98, 2.28)  -0.16
C (-2.76, 3.32, 1.10)  0.00
C (0.76, -5.70, 1.73)  -0.01
C (-1.78, 2.55, -2.16)  -0.25
C (1.03, -0.26, -0.21)  0.59
C (-1.75, 4.67, -4.40)  -0.64
H (-3.14, 5.48, -2.99)  0.23
H (-2.57, 6.19, -0.67)  0.21
H (-5.54, 3.11, -4.68)  0.26
H (3.80, -3.15, 0.12)  0.22
H (2.16, -1.29, 2.93)  0.24
H (1.52, -2.69, 0.52)  0.26
H (3.80, 0.17, 1.30)  0.24
H (-5.69, 3.92, -3.13)  0.23
H (2.31, -4.43, -0.97)  0.21
H (1.27, -3.06, 4.32)  0.22
H (-3.23, 2.51, -4.31)  0.23
H (-1.57, 5.05, -2.30)  0.24
H (0.92, -8.40, -0.29)  0.24
H (-2.49, 0.56, -2.74)  0.22
H (-0.93, 3.96, -4.49)  0.22
H (-1.95, 3.03, 3.05)  0.24
H (-0.94, 5.28, 3.15)  0.24
H (-1.33, 5.66, -4.61)  0.26
H (5.76, -3.20, 2.48)  0.22
H (2.03, -6.73, -1.74)  0.23
H (-2.82, 1.01, -1.04)  0.23
H (3.92, -1.39, 2.93)  0.24
H (-4.41, 4.56, -1.46)  0.24
H (-4.67, 4.60, -4.41)  0.22
H (-4.25, 1.92, -2.99)  0.23
H (-4.28, 2.87, -0.95)  0.25
H (2.76, -4.79, 3.13)  0.24
H (4.05, -4.55, 1.15)  0.25
H (0.06, -7.71, 1.91)  0.25
H (2.76, -2.30, 4.92)  0.22
H (-1.09, 2.57, -3.01)  0.23
H (-1.29, 6.86, 1.28)  0.24
H (-0.61, -0.45, -1.95)  0.44
H (3.34, -1.13, 0.19)  0.24
H (2.38, -3.96, 5.32)  0.26
H (6.14, -3.43, 0.79)  0.26
H (0.85, -3.08, 2.12)  0.24
H (5.54, -1.88, 1.32)  0.21
H (-1.26, 2.95, -1.28)  0.27
H (1.54, 0.88, 1.35)  0.44
H (-2.49, 4.46, -5.16)  0.22
H (4.15, -3.80, 3.59)  0.23

Summary:
M: 537.58 g/mol
total charge: +2
HOMO level: -13.74 eV
DFT total energy: -2381.571033 Eh
orbital gap: 9.4 eV
SMILES: CC[N+](CC)(CCNC(=O)C(=O)NCC[N+](CC)(CC)Cc1ccccc1Cl)Cc1ccccc1Cl
energy above the lowest of the compared OMol25 structures with the same formula, charge and spin: 28.1 kJ/mol

This record from OMol25 describes a structure of composition C28H42F4N4PPtSe. The level of theory is ωB97M-V with the def2-TZVPD basis set.

Each line ends with the Löwdin charge.
Atoms and positions in Å:
Pt (-0.28, -0.23, -0.37)  0.71
Se (-2.58, 0.38, -1.01)  0.76
P (0.74, 1.69, -0.96)  0.65
F (4.04, -1.08, 1.07)  0.10
F (1.38, 2.43, 4.21)  0.10
F (5.36, 0.30, 2.92)  0.11
F (0.01, 0.98, 2.46)  0.06
N (-3.56, 2.33, -2.84)  -0.01
N (1.26, -0.87, 0.76)  -0.20
N (-0.92, -2.23, 0.13)  -0.42
N (-2.21, 0.92, -3.83)  -0.01
C (3.35, -0.25, 1.86)  -0.16
C (-1.35, -0.24, -4.05)  -0.15
C (-3.72, 3.93, -6.18)  -0.06
C (-4.71, 3.88, 1.14)  -0.10
C (2.05, 1.56, 3.45)  -0.22
C (-2.28, 1.98, -6.14)  0.01
C (-1.44, -2.32, 1.51)  -0.06
C (-2.60, 1.85, -4.80)  -0.15
C (1.35, 0.82, 2.52)  -0.19
C (-1.88, -2.88, -0.78)  -0.12
C (1.97, -0.11, 1.67)  -0.23
C (-4.26, 4.80, 0.01)  -0.25
C (4.05, 0.48, 2.81)  -0.21
C (-4.04, 3.80, -4.85)  0.01
C (0.37, -2.97, 0.01)  -0.20
C (-3.48, 4.07, -1.09)  -0.20
C (-2.13, -1.73, -6.80)  -0.10
C (2.48, 1.32, -1.33)  -0.22
C (-2.85, 3.04, -6.82)  -0.06
C (-4.33, 3.02, -1.80)  -0.15
C (-2.15, -1.52, -4.26)  -0.19
C (-2.78, 1.25, -2.66)  -0.60
C (0.83, 3.10, 0.17)  -0.21
C (-2.98, -1.54, -5.55)  -0.24
C (1.46, -2.31, 0.82)  -0.22
C (3.41, 1.41, 3.62)  0.08
C (-3.46, 2.74, -4.17)  -0.14
C (0.19, 2.49, -2.50)  -0.23
H (-1.59, -2.67, -6.77)  0.08
H (2.53, 0.60, -2.15)  0.06
H (-4.15, 4.75, -6.75)  0.11
H (-0.80, 2.93, -2.38)  0.03
H (-0.74, -1.84, 2.19)  0.08
H (-1.96, -3.94, -0.54)  0.10
H (-1.54, -2.77, -1.81)  0.07
H (2.42, -2.65, 0.43)  0.12
H (-4.69, 2.27, -1.11)  0.09
H (-2.62, 3.18, -7.87)  0.11
H (-1.58, -3.37, 1.80)  0.11
H (-2.76, -1.73, -7.70)  0.08
H (0.89, 3.30, -2.73)  0.07
H (-1.44, -2.35, -4.27)  0.12
H (-0.16, 3.44, 0.46)  0.05
H (-2.39, -1.80, 1.57)  0.09
H (1.37, 3.91, -0.33)  0.06
H (-5.50, 3.20, 0.82)  0.07
H (-3.58, -0.63, -5.62)  0.10
H (-2.86, -2.41, -0.68)  0.05
H (-5.19, 3.47, -2.29)  0.14
H (-3.61, 5.58, 0.41)  0.11
H (3.02, 2.22, -1.61)  0.06
H (-2.62, 3.56, -0.64)  0.09
H (-3.10, 4.78, -1.83)  0.12
H (-1.61, 1.29, -6.64)  0.10
H (1.38, 2.82, 1.07)  0.04
H (-5.10, 4.46, 1.97)  0.08
H (-0.70, -0.33, -3.17)  0.06
H (-4.71, 4.50, -4.36)  0.12
H (-3.70, -2.36, -5.48)  0.11
H (1.40, -2.65, 1.86)  0.13
H (0.63, -2.96, -1.05)  0.12
H (-3.88, 3.28, 1.51)  0.08
H (-1.40, -0.93, -6.93)  0.05
H (0.23, -4.01, 0.32)  0.13
H (-2.79, -1.66, -3.39)  0.09
H (2.94, 0.86, -0.46)  0.02
H (-0.72, -0.01, -4.91)  0.12
H (-5.12, 5.31, -0.43)  0.11
H (0.18, 1.78, -3.32)  0.04
H (3.96, 1.98, 4.35)  0.14

Summary:
M: 815.68 g/mol
total charge: +1
HOMO level: -10.08 eV
DFT total energy: -4572.609297 Eh
orbital gap: 7.7 eV
energy above the lowest of the compared OMol25 structures with the same formula, charge and spin: 0.0 kJ/mol